Run a
This record from the OMol25 dataset describes a cluster of 13 separate species, C39H52O39 in total. The level of theory is ωB97M-V/def2-TZVPD.

```
130
Properties=species:S:1:pos:R:3:mulliken_charge:R:1
C -3.36 1.20 4.20 -0.31
C -1.94 0.61 4.41 0.27
O -1.01 1.65 4.02 -0.20
C -1.64 2.69 3.59 0.68
O -1.19 3.78 3.30 -0.57
O -3.00 2.49 3.60 -0.44
H -3.82 1.49 5.19 0.19
H -4.06 0.66 3.58 0.31
H -1.79 -0.22 3.73 -0.52
H -1.71 0.37 5.40 0.48
C -3.50 -0.29 -0.66 1.45
C -2.00 -0.49 -0.70 0.76
O -1.84 -1.90 -0.95 0.45
C -3.00 -2.48 -1.26 0.21
O -3.18 -3.65 -1.49 -0.64
O -4.00 -1.62 -1.11 -0.49
H -3.81 0.41 -1.39 -0.78
H -3.94 -0.15 0.33 0.14
H -1.55 -0.41 0.27 -0.87
H -1.44 0.08 -1.48 -0.34
C -5.33 3.10 -1.60 0.09
C -5.54 2.01 -2.63 -0.44
O -4.25 1.75 -3.15 -0.33
C -3.49 2.90 -2.86 0.65
O -2.36 3.05 -3.23 -0.48
O -4.20 3.78 -2.18 -0.31
H -5.04 2.65 -0.69 -0.04
H -6.22 3.74 -1.51 0.37
H -6.25 2.20 -3.44 0.32
H -5.98 1.11 -2.11 0.21
C -3.17 5.31 1.32 -0.38
C -1.87 5.41 0.46 -0.51
O -1.56 4.00 0.18 0.42
C -2.61 3.28 0.49 -0.16
O -2.66 2.09 0.27 -0.34
O -3.63 4.00 0.99 -0.24
H -3.94 5.97 0.97 0.36
H -3.04 5.30 2.39 0.19
H -1.03 5.83 1.08 0.17
H -1.85 5.89 -0.48 0.43
C 0.17 0.00 -4.72 0.29
C 1.64 -0.10 -5.09 0.07
O 1.90 -1.49 -4.81 -0.25
C 0.73 -2.14 -4.70 0.72
O 0.57 -3.32 -4.69 -0.57
O -0.33 -1.27 -4.65 -0.39
H -0.43 0.63 -5.36 0.39
H 0.16 0.47 -3.72 -0.31
H 2.32 0.49 -4.46 -0.25
H 1.76 -0.01 -6.19 0.32
C -0.40 -2.91 3.30 0.64
C 0.66 -3.96 3.73 -0.30
O 1.62 -3.18 4.46 -0.38
C 1.22 -1.90 4.50 0.48
O 1.84 -1.02 5.13 -0.64
O 0.13 -1.67 3.81 0.08
H -1.42 -3.11 3.67 0.14
H -0.52 -2.87 2.23 -0.39
H 1.15 -4.35 2.83 0.19
H 0.25 -4.76 4.29 0.37
C -4.13 -4.89 1.56 -0.31
C -5.29 -4.15 1.05 -0.26
O -5.25 -2.92 1.82 -0.40
C -3.98 -2.73 2.26 0.40
O -3.42 -1.73 2.60 -0.21
O -3.23 -3.89 2.03 -0.19
H -3.58 -5.39 0.78 0.16
H -4.31 -5.61 2.44 0.30
H -6.24 -4.65 1.29 0.37
H -5.29 -4.06 -0.04 0.17
C 6.38 0.41 -0.04 -0.42
C 4.90 0.07 -0.15 0.28
O 4.22 1.11 0.56 0.20
C 5.11 1.84 1.28 0.34
O 4.82 2.54 2.17 -0.50
O 6.37 1.56 0.90 -0.47
H 6.86 0.74 -0.95 0.27
H 6.98 -0.31 0.42 0.33
H 4.70 -0.88 0.29 0.26
H 4.54 -0.12 -1.15 -0.31
C 0.92 1.00 0.30 0.90
C 1.16 -0.18 1.21 -0.22
O 1.79 -1.18 0.35 -0.27
C 1.59 -0.84 -0.93 -0.44
O 1.91 -1.49 -1.92 0.01
O 1.20 0.43 -1.04 0.20
H 1.59 1.86 0.55 -0.05
H -0.11 1.32 0.32 -0.40
H 0.21 -0.54 1.60 -0.52
H 1.81 -0.02 2.06 0.38
C 0.13 -5.72 -2.10 -0.42
C 0.27 -4.27 -1.76 1.67
O 0.42 -4.36 -0.35 0.26
C -0.12 -5.49 0.13 0.27
O -0.29 -5.81 1.28 -0.60
O -0.47 -6.27 -0.92 -0.39
H 1.03 -6.37 -2.17 0.25
H -0.56 -5.87 -2.90 0.29
H -0.70 -3.83 -2.02 -0.35
H 1.10 -3.73 -2.19 -0.88
C 4.59 -2.00 -3.47 0.80
C 4.25 -3.36 -4.03 -0.28
O 4.12 -4.15 -2.80 -0.38
C 4.97 -3.62 -1.88 0.73
O 5.27 -4.07 -0.83 -0.56
O 5.36 -2.38 -2.29 -0.40
H 3.75 -1.45 -3.07 -0.77
H 5.21 -1.41 -4.12 0.48
H 5.02 -3.85 -4.67 0.30
H 3.29 -3.48 -4.58 0.09
C 2.11 2.61 4.19 -0.25
C 2.31 4.01 4.72 -0.53
O 1.92 4.85 3.57 -0.50
C 1.55 4.06 2.57 0.17
O 1.18 4.48 1.53 -0.50
O 1.42 2.82 2.94 0.80
H 1.43 2.08 4.88 0.11
H 3.00 2.05 3.93 0.25
H 3.32 4.22 4.93 0.32
H 1.71 4.26 5.59 0.31
C 2.65 4.41 -1.54 -0.15
C 1.48 4.12 -2.45 0.03
O 1.90 2.91 -3.17 -0.26
C 3.11 2.51 -2.69 0.74
O 3.80 1.61 -3.13 -0.62
O 3.45 3.26 -1.65 -0.34
H 2.30 4.65 -0.51 -0.07
H 3.28 5.16 -1.87 0.45
H 1.41 4.98 -3.12 0.29
H 0.54 3.97 -1.99 0.01
```

Total charge: 0
HOMO-LUMO gap (hartree): 0.395
Molecular weight (g mol⁻¹): 1144.8
HOMO level (eV): -10.446

=====

Run b
This record from the OMol25 dataset describes a cluster of 13 separate species, C39H52O39 in total. The level of theory is ωB97M-V/def2-TZVPD.

```
130
Properties=species:S:1:pos:R:3:mulliken_charge:R:1
C 0.66 -0.65 0.32 2.48
C -0.70 -0.40 0.93 -0.08
O -1.17 0.79 0.26 -0.24
C -0.14 1.41 -0.35 0.17
O -0.19 2.50 -0.81 -0.57
O 0.93 0.58 -0.37 -0.14
H 0.73 -1.49 -0.37 -1.19
H 1.43 -0.82 1.07 -0.82
H -0.60 -0.11 1.97 -0.06
H -1.41 -1.18 0.70 0.26
C 0.09 -3.72 -4.88 -0.31
C 1.36 -4.11 -4.11 -0.26
O 1.39 -3.09 -3.10 -0.24
C 0.59 -2.08 -3.44 0.24
O 0.38 -1.10 -2.80 -0.11
O -0.02 -2.33 -4.61 -0.31
H -0.80 -4.27 -4.55 0.18
H 0.12 -4.03 -5.92 0.39
H 2.23 -4.07 -4.77 0.40
H 1.30 -5.05 -3.58 0.02
C 0.89 5.27 -4.57 -0.17
C 1.31 5.10 -3.07 0.14
O 0.22 5.70 -2.35 -0.32
C -0.62 6.31 -3.18 0.67
O -1.54 7.00 -2.89 -0.54
O -0.25 6.07 -4.46 -0.38
H 0.60 4.26 -4.87 0.16
H 1.68 5.67 -5.21 0.34
H 2.19 5.69 -2.83 0.39
H 1.40 4.08 -2.69 -0.28
C -1.67 -6.86 -0.97 -0.55
C -0.56 -6.62 -2.02 -0.36
O -0.32 -5.24 -1.89 0.13
C -0.88 -4.74 -0.79 0.33
O -0.92 -3.59 -0.49 -0.42
O -1.51 -5.74 -0.13 -0.37
H -1.56 -7.80 -0.43 0.33
H -2.66 -6.94 -1.41 0.30
H -1.02 -6.91 -2.97 0.28
H 0.32 -7.21 -1.80 0.32
C -1.74 2.12 -3.25 0.85
C -2.06 1.65 -4.66 -0.08
O -2.31 2.87 -5.37 -0.37
C -2.66 3.81 -4.47 0.46
O -3.16 4.85 -4.77 -0.55
O -2.56 3.32 -3.22 -0.15
H -0.71 2.45 -3.16 -0.44
H -2.16 1.53 -2.44 -0.05
H -2.91 0.97 -4.72 0.24
H -1.18 1.10 -5.01 0.11
C 4.66 1.01 0.64 1.03
C 5.33 2.17 1.30 -0.30
O 5.87 2.87 0.19 -0.37
C 5.75 2.18 -0.96 0.62
O 6.16 2.55 -2.00 -0.51
O 5.10 0.97 -0.71 -0.33
H 3.57 1.04 0.68 -0.47
H 4.99 0.06 1.07 -0.17
H 6.09 1.92 2.03 0.23
H 4.59 2.77 1.83 0.33
C -5.12 -1.63 1.50 0.68
C -5.86 -0.30 1.19 -0.15
O -6.88 -0.78 0.32 -0.37
C -6.61 -2.00 -0.14 0.63
O -7.22 -2.56 -1.00 -0.55
O -5.58 -2.55 0.52 -0.36
H -5.17 -2.05 2.51 0.11
H -4.05 -1.46 1.41 -0.42
H -5.25 0.37 0.59 0.17
H -6.25 0.23 2.06 0.30
C 4.80 -2.76 4.15 -0.37
C 5.21 -1.43 3.51 -0.37
O 3.94 -1.00 3.00 0.00
C 2.95 -1.63 3.67 0.40
O 1.78 -1.55 3.42 -0.47
O 3.44 -2.57 4.45 -0.34
H 5.32 -3.02 5.07 0.36
H 4.92 -3.60 3.47 0.12
H 5.98 -1.66 2.77 0.35
H 5.63 -0.76 4.27 0.32
C 3.68 0.54 -3.67 -0.11
C 2.98 1.83 -3.25 -0.35
O 1.77 1.74 -3.97 0.22
C 1.89 0.84 -4.98 0.33
O 1.10 0.79 -5.86 -0.59
O 2.92 0.01 -4.75 -0.40
H 3.72 -0.14 -2.81 0.08
H 4.75 0.64 -3.85 0.33
H 3.56 2.71 -3.51 0.39
H 2.75 1.82 -2.18 0.11
C -4.69 -0.94 6.67 -0.40
C -3.33 -0.63 7.33 -0.38
O -2.52 -0.29 6.24 -0.32
C -3.08 -0.71 5.08 0.52
O -2.54 -0.69 4.02 -0.32
O -4.34 -1.07 5.31 -0.30
H -5.40 -0.12 6.77 0.29
H -5.08 -1.84 7.14 0.29
H -3.01 -1.51 7.90 0.28
H -3.51 0.18 8.03 0.31
C -0.57 2.32 3.42 0.94
C -0.17 2.25 4.90 0.01
O -0.58 3.50 5.43 -0.38
C -0.87 4.35 4.40 0.44
O -1.20 5.47 4.57 -0.48
O -0.79 3.71 3.22 -0.25
H -1.45 1.71 3.20 -0.08
H 0.26 2.01 2.79 -0.47
H 0.91 2.21 5.06 0.22
H -0.71 1.43 5.37 0.11
C -3.49 3.79 -0.06 0.57
C -2.70 4.96 -0.56 0.64
O -2.58 5.83 0.56 -0.38
C -3.23 5.30 1.60 0.49
O -3.40 5.84 2.66 -0.60
O -3.76 4.08 1.32 -0.37
H -3.03 2.80 -0.18 -0.25
H -4.35 3.77 -0.73 0.19
H -3.19 5.42 -1.42 0.28
H -1.73 4.57 -0.86 -0.50
C 2.21 -4.00 0.45 0.46
C 3.18 -4.50 1.56 0.03
O 3.13 -5.92 1.30 -0.43
C 2.73 -6.14 0.05 0.53
O 2.71 -7.22 -0.47 -0.58
O 2.24 -5.03 -0.50 -0.18
H 2.61 -3.13 -0.06 -0.01
H 1.23 -3.86 0.91 0.11
H 2.85 -4.45 2.60 0.12
H 4.17 -4.04 1.52 -0.05
```

Total charge: 0
HOMO-LUMO gap (hartree): 0.337
Molecular weight (g mol⁻¹): 1144.8
HOMO level (eV): -9.726

=====

Which of them is least stable? Easy: run b.